Entry from the Open Molecules 2025 dataset: a 9-piece molecular cluster, C26H73N3O12 overall at a distorted geometry (ωB97M-V/def2-TZVPD).

Calculated values
F_max = 3.50 eV/A
orbital gap (spin up / spin down) = 1.6 / 7.8 eV
total charge = -1
E_HOMO (spin up / spin down) = 0.24 / -5.98 eV
2S+1 = 2

Positions of all 114 atoms, in Å:
C: 3.138 -5.064 1.426
O: 3.837 -4.543 0.372
C: 3.814 -3.086 0.360
C: 4.567 -2.616 -0.894
N: 5.982 -3.068 -0.951
C: 6.897 -2.265 -1.857
C: 8.390 -2.766 -1.930
O: 8.723 -3.642 -0.795
C: 10.056 -4.188 -0.865
H: 2.069 -5.184 1.251
H: 3.344 -4.473 2.319
H: 3.482 -6.095 1.506
H: 4.348 -2.619 1.188
H: 2.789 -2.749 0.207
H: 4.536 -1.529 -0.975
H: 4.123 -3.006 -1.810
H: 6.218 -4.050 -0.914
H: 6.854 -1.272 -1.409
H: 6.519 -2.129 -2.870
H: 9.057 -1.907 -1.856
H: 8.604 -3.175 -2.917
H: 10.740 -3.387 -0.585
H: 10.236 -4.599 -1.859
H: 10.203 -4.929 -0.079
C: -4.588 1.329 2.446
O: -5.742 1.620 1.736
C: -6.134 0.493 0.957
C: -7.364 0.852 0.131
N: -8.434 1.232 1.107
C: -8.944 0.040 1.863
C: -10.132 0.277 2.774
O: -9.577 0.624 4.075
C: -10.450 0.995 5.078
H: -4.860 0.847 3.386
H: -4.012 2.196 2.769
H: -3.809 0.759 1.940
H: -6.279 -0.483 1.421
H: -5.330 0.443 0.223
H: -7.670 -0.053 -0.394
H: -7.156 1.649 -0.583
H: -8.066 1.845 1.821
H: -8.135 -0.358 2.476
H: -9.064 -0.788 1.163
H: -10.705 -0.649 2.821
H: -10.822 1.048 2.431
H: -10.479 2.080 5.176
H: -10.017 0.667 6.024
H: -11.434 0.527 5.091
C: 1.306 2.742 -0.939
O: 2.442 2.153 -1.456
C: 2.240 1.242 -2.431
C: 1.937 1.998 -3.789
N: 2.995 2.851 -4.385
C: 2.418 3.526 -5.503
C: 3.239 4.717 -5.990
O: 2.540 5.292 -6.978
C: 3.305 6.244 -7.707
H: 0.629 1.959 -0.597
H: 0.810 3.289 -1.740
H: 1.457 3.405 -0.088
H: 1.440 0.525 -2.244
H: 3.117 0.599 -2.373
H: 1.035 2.545 -3.516
H: 1.643 1.224 -4.498
H: 3.756 2.273 -4.713
H: 1.428 3.918 -5.272
H: 2.369 2.828 -6.339
H: 4.127 4.232 -6.395
H: 3.541 5.506 -5.301
H: 2.698 6.570 -8.551
H: 4.161 5.676 -8.070
H: 3.737 7.082 -7.159
O: 3.150 1.548 3.311
H: 2.843 2.227 2.711
H: 3.751 2.004 3.901
O: 4.622 0.087 1.417
H: 3.936 0.524 1.922
H: 5.287 -0.145 2.066
C: -2.325 -4.013 -0.130
C: -3.292 -3.814 -1.362
O: -3.937 -5.034 -1.505
H: -1.792 -3.123 0.206
H: -1.543 -4.737 -0.359
H: -2.940 -4.443 0.661
H: -2.867 -3.393 -2.273
H: -4.000 -3.102 -0.937
H: -4.869 -4.845 -1.380
C: 0.502 2.722 6.835
C: -0.298 2.139 5.674
O: 0.344 2.378 4.417
H: 0.753 3.781 6.791
H: 1.475 2.263 6.661
H: 0.065 2.473 7.802
H: -1.216 2.726 5.646
H: -0.572 1.116 5.933
H: 0.929 1.643 4.218
C: -3.161 -0.193 -1.937
C: -1.631 0.064 -1.946
O: -0.959 -0.122 -3.186
H: -3.543 -0.313 -0.924
H: -3.353 -1.081 -2.541
H: -3.646 0.688 -2.357
H: -1.292 -0.753 -1.310
H: -1.312 0.985 -1.458
H: -0.203 -0.706 -3.094
C: -0.296 -0.460 1.707
C: 0.692 -1.289 2.536
O: 1.055 -0.418 3.573
H: -0.957 0.184 2.287
H: -0.938 -1.129 1.134
H: 0.230 0.098 0.933
H: 1.537 -1.619 1.932
H: 0.144 -2.129 2.964
H: 1.932 -0.035 3.501

Mulliken atomic charge list, values in e, 2 entries: -0.659 -0.365